# 1
This record from the Open Molecules 2025 dataset describes 7 unconnected molecules or ions with the total composition C17H53O22P5. The level of theory is ωB97M-V/def2-TZVPD.

## Properties
Highest occupied orbital energy: -0.35534 Eh
Energy above the lowest of the compared OMol25 structures with the same formula, charge and spin: 0.000 eV
Gap between HOMO and LUMO: 10.1 eV
SMILES: COP(=O)(OC)OC.COP(=O)(OC)OC.COP(=O)(OC)OC.COP(=O)(OC)OC.COP(=O)(OC)OC.CO.CO

CARTESIAN COORDINATES (ANGSTROEM)
P -4.23 2.46 -3.87
P 4.21 -0.80 -1.05
P 1.49 -4.73 -0.72
P -2.71 -1.75 1.56
P -0.59 4.50 3.11
O 2.93 -4.89 -0.11
O 0.30 4.27 1.83
O -3.54 2.16 -5.11
O -2.84 -1.67 0.11
O 2.82 -0.62 -1.43
O -5.64 1.75 -3.70
O -4.06 -1.66 2.39
O 1.39 -3.17 -0.67
O 0.41 -5.48 -0.09
O -2.06 -3.08 2.11
O 0.50 4.51 4.24
O 3.94 3.20 2.13
O -3.50 2.09 -2.53
O 5.13 -1.64 -2.02
O 0.50 0.78 -1.03
O 5.03 0.54 -0.97
O -4.61 3.98 -3.64
O 1.70 -5.11 -2.26
O 4.45 -1.52 0.33
O -1.37 3.13 3.30
O -1.43 5.68 3.10
O -1.79 -0.61 2.13
C 1.40 3.41 4.40
C 0.59 -5.55 -3.05
C -2.78 0.84 -2.43
C 6.45 0.59 -0.87
C 3.60 -6.16 -0.21
C -5.01 -0.65 2.05
C 0.44 0.80 0.39
C -2.33 3.02 4.37
C -6.72 2.15 -4.53
C -2.16 -4.31 1.38
C -0.23 4.46 0.53
C 0.15 -2.51 -1.00
C 4.66 -2.83 -2.66
C -1.51 -0.45 3.52
C -3.60 4.92 -3.26
C 3.49 3.04 0.79
C 3.42 -1.63 1.32
H 3.71 -3.20 -2.28
H 2.87 -2.56 1.18
H -1.24 -4.49 0.82
H -1.55 -1.41 4.04
H 0.86 1.71 0.84
H -2.90 0.24 -3.33
H 3.09 2.04 0.60
H 3.93 -1.64 2.29
H -2.28 -5.12 2.09
H -3.27 2.66 3.96
H 4.33 3.18 0.10
H -7.45 2.71 -3.94
H -6.41 2.79 -5.36
H -3.84 5.87 -3.73
H -5.08 0.09 2.84
H 4.50 -6.01 -0.80
H -3.54 5.00 -2.18
H 1.35 2.73 3.56
H -0.51 -0.04 3.63
H 6.70 1.44 -0.24
H -1.24 4.87 0.54
H -4.73 -0.13 1.13
H 0.71 -6.61 -3.24
H 4.49 -2.61 -3.71
H -2.99 -4.29 0.67
H 4.90 3.27 2.13
H 5.41 -3.62 -2.57
H 0.92 -0.11 0.77
H 6.86 0.81 -1.85
H 1.15 2.88 5.32
H 2.42 3.78 4.45
H -0.58 -3.21 -1.39
H -5.96 -1.15 1.87
H 0.38 5.17 -0.03
H -0.27 3.52 -0.03
H 2.98 -6.90 -0.71
H 2.76 -0.77 1.29
H 0.58 -4.97 -3.97
H 3.87 -6.48 0.79
H -0.36 -5.40 -2.54
H -3.21 0.29 -1.59
H -1.73 1.02 -2.22
H 0.40 -1.76 -1.74
H -7.19 1.27 -4.95
H -0.61 0.76 0.66
H -2.47 3.96 4.89
H 1.37 0.42 -1.26
H 6.88 -0.32 -0.46
H -2.21 0.25 3.97
H -1.93 2.25 5.03
H 2.74 3.78 0.53
H -2.62 4.64 -3.67
H -0.26 -2.05 -0.11


# 2
This record from the Open Molecules 2025 dataset describes 10 unconnected molecules or ions with the total composition C17H54O11. The level of theory is ωB97M-V/def2-TZVPD.

## Properties
Highest occupied orbital energy: -0.36120 Eh
Energy above the lowest of the compared OMol25 structures with the same formula, charge and spin: 3.111 eV
Gap between HOMO and LUMO: 10.1 eV
SMILES: OCCO.CCO.CCO.CCO.CCO.CCO.CCO.CO.CO.CO

CARTESIAN COORDINATES (ANGSTROEM)
O -2.27 0.02 -4.81
O 0.33 -5.84 1.10
O 1.68 4.76 6.48
O -0.68 -1.76 -6.26
O 6.16 1.54 2.64
O 0.51 6.38 -0.84
O 6.07 -2.73 4.29
O -6.49 -5.19 -0.86
O 1.42 -0.88 0.04
O 3.06 -2.49 -3.65
O -5.48 4.20 1.44
C 1.68 2.49 5.63
C -0.02 6.74 -2.11
C -1.55 6.93 -2.08
C -1.85 -2.19 -5.67
C -4.27 4.31 1.98
C 5.54 2.28 1.66
C -2.83 -1.05 -5.52
C 4.12 -1.58 -3.70
C 0.25 -7.45 -0.67
C 0.28 -0.28 -0.44
C 0.65 1.22 -0.75
C 2.19 3.95 5.35
C -6.06 -4.25 0.17
C 4.69 -3.10 3.98
C 1.08 -6.53 0.14
C -4.70 -3.63 -0.32
C -3.58 2.89 1.91
H -4.84 -3.30 -1.35
H 0.40 7.16 -0.30
H 6.09 -2.24 5.12
H 4.67 -3.74 3.09
H 1.41 1.34 -1.52
H 1.66 -5.80 -0.43
H -4.00 2.01 2.42
H 4.33 -1.40 -4.76
H -0.57 -6.94 -1.17
H -0.24 1.72 -1.13
H 4.96 -2.05 -3.19
H -3.56 2.48 0.90
H -2.28 -2.99 -6.27
H -0.07 -0.64 -1.41
H 2.03 1.64 5.05
H 4.36 -3.89 4.65
H -1.63 -2.59 -4.68
H -2.01 7.56 -1.33
H 0.25 6.01 -2.87
H -1.97 7.53 -2.89
H 3.69 -0.78 -3.11
H 4.76 1.79 1.07
H -3.01 -0.65 -6.52
H -0.53 -0.45 0.26
H 0.61 2.42 5.80
H 0.90 -7.93 -1.40
H 1.27 5.54 6.09
H 1.92 -1.32 -0.65
H -0.13 -8.24 -0.02
H 2.09 2.27 6.62
H -7.44 -5.27 -0.71
H -6.12 3.95 2.12
H 0.64 -4.94 1.03
H -3.76 -1.30 -5.00
H 0.45 7.68 -2.41
H -0.67 -1.95 -7.20
H -3.74 4.90 1.22
H 4.96 2.98 2.26
H -3.90 -4.36 -0.42
H 2.49 -2.23 -4.37
H -1.96 5.92 -1.98
H 5.68 0.75 2.89
H 3.90 -2.35 4.02
H 1.80 -6.96 0.84
H -2.55 3.02 2.23
H -4.28 -2.79 0.25
H -5.99 -4.83 1.10
H 1.08 1.81 0.06
H 1.82 4.33 4.40
H -4.05 4.71 2.97
H -6.91 -3.57 0.23
H 6.19 2.96 1.11
H -1.45 0.27 -5.25
H 3.28 3.99 5.38


# 3
This record from the Open Molecules 2025 dataset describes a molecular structure, C17H56AlClFN20O13S. The level of theory is ωB97M-V/def2-TZVPD.

## Properties
Highest occupied orbital energy: -0.20970 Eh
Energy above the lowest of the compared OMol25 structures with the same formula, charge and spin: 4.308 eV
Gap between HOMO and LUMO: 6.0 eV
Charge: -1

CARTESIAN COORDINATES (ANGSTROEM)
Cl -2.76 -0.32 -0.16
S -2.10 -1.11 1.70
Al -7.79 -0.74 3.27
F -6.70 0.82 3.16
O -4.24 4.35 -4.57
O 5.67 -1.18 -1.43
O 9.11 -0.19 -3.24
O -4.51 5.31 0.59
O -8.73 -0.80 4.93
O 1.98 -5.95 -0.86
O -2.24 0.04 2.75
O 1.71 3.87 -9.05
O 3.80 -3.78 2.11
O 5.05 3.00 -3.07
O 1.97 -8.61 4.45
O 1.00 3.85 -3.39
O -0.61 -1.54 1.69
N 2.27 4.41 -1.61
N 8.52 -0.55 -1.10
N 6.45 3.37 -4.81
N 3.09 4.50 -7.39
N 2.40 -6.52 3.74
N 4.97 4.97 -4.18
N -2.68 3.58 -6.00
N 2.13 -2.27 2.03
N 4.17 -0.70 0.18
N 4.49 0.73 -1.55
N -4.29 3.18 -0.11
N 0.04 4.77 -1.57
N -2.06 4.44 -4.00
N 3.54 -6.72 -2.29
N -3.73 3.74 2.01
N 1.11 3.52 -6.91
N 2.89 -3.02 4.03
N 3.09 -7.19 5.79
N 10.50 0.44 -1.58
N 4.16 -5.86 -0.29
C -5.79 -2.05 1.49
C 2.46 -7.51 4.65
C 2.99 -3.07 2.69
C -10.31 0.78 6.32
C -4.20 4.15 0.81
C 1.10 4.31 -2.26
C 4.83 -0.43 -0.96
C 3.15 -6.16 -1.13
C -10.26 -0.36 7.48
C 5.46 3.73 -3.96
C 9.36 -0.11 -2.05
C -3.18 -2.53 2.30
C -3.07 4.14 -4.84
C -9.44 0.48 4.97
C -4.41 -2.92 1.29
C 1.96 3.96 -7.86
C -6.55 -2.34 2.95
H 2.81 -6.96 -2.95
H -8.92 -0.66 2.15
H 3.47 -0.09 0.58
H -3.65 -2.28 3.35
H -4.64 3.44 -1.03
H -1.09 4.27 -4.20
H -9.94 1.83 6.75
H -4.62 -4.09 1.42
H 3.50 -6.29 5.97
H -3.65 4.44 2.73
H 0.10 5.15 -0.64
H 2.37 4.79 -0.69
H -7.20 -3.33 2.81
H 4.39 -1.56 0.65
H 10.72 0.52 -0.60
H -10.18 0.22 8.52
H -6.55 -2.29 0.61
H 3.31 4.58 -6.41
H 11.16 0.78 -2.26
H -9.34 -1.08 7.45
H -11.31 -0.90 7.51
H 3.80 1.37 -1.18
H -4.11 -2.80 0.14
H 2.17 -2.28 1.02
H 6.85 2.45 -4.68
H 2.79 -5.60 3.89
H -0.87 4.71 -2.02
H 5.29 5.58 -4.90
H 1.46 -1.68 2.49
H -5.77 -2.53 3.82
H -5.60 -0.89 1.45
H 3.09 4.08 -2.10
H 1.30 3.58 -5.92
H 8.70 -0.49 -0.11
H 7.65 -0.96 -1.41
H 5.13 -6.02 -0.49
H -3.40 3.34 -6.66
H 4.97 0.97 -2.41
H -3.47 2.79 2.21
H -10.14 0.51 4.02
H -2.46 -3.47 2.38
H -1.72 3.40 -6.24
H 3.75 4.85 -8.07
H 3.91 -5.44 0.60
H 3.52 -3.61 4.56
H 3.16 -7.91 6.49
H -11.44 0.95 5.98
H 4.50 -6.90 -2.53
H 0.24 3.10 -7.22
H -2.31 4.86 -3.11
H 4.23 5.28 -3.57
H 2.23 -2.44 4.52
H -8.64 1.35 4.84
H -4.04 2.22 0.05
H 1.93 -6.71 2.87
H 6.80 3.96 -5.54


# 4
This record from the Open Molecules 2025 dataset describes 11 unconnected molecules or ions with the total composition C17H56N8O11. The level of theory is ωB97M-V/def2-TZVPD.

## Properties
Highest occupied orbital energy: -0.30049 Eh
Energy above the lowest of the compared OMol25 structures with the same formula, charge and spin: 5.663 eV
Gap between HOMO and LUMO: 8.0 eV
SMILES: NC(N)=O.NC(N)=O.NC(N)=O.NC(N)=O.CCO.CCO.CCO.CCO.CCO.CCO.CO

CARTESIAN COORDINATES (ANGSTROEM)
O -3.43 0.60 -2.80
O 4.16 2.85 0.25
O -4.00 -4.24 -2.41
O 0.35 -3.73 4.27
O 1.30 5.46 -0.03
O 1.19 -2.30 -2.07
O -0.69 1.61 -0.11
O 2.69 -1.36 0.89
O 2.59 2.62 3.07
O 1.05 -3.65 1.65
O 0.47 2.41 -2.73
N 1.76 -0.63 -3.56
N -1.07 1.18 -4.05
N -2.35 -1.42 -3.00
N 1.88 2.53 0.43
N 2.17 -0.20 -1.43
N -4.41 -1.56 -2.36
N 0.87 1.73 -4.85
N 2.81 2.32 -1.63
C 2.88 -1.37 3.33
C 2.21 -0.76 2.10
C 0.04 1.83 -3.84
C -3.41 -0.78 -2.73
C 0.60 5.56 -2.40
C 1.49 2.41 3.94
C 0.35 2.29 2.98
C 1.62 -0.99 -2.31
C 2.92 2.50 -0.31
C -0.84 -3.08 4.74
C -0.81 0.24 -0.07
C -3.81 -4.62 -1.11
C -2.04 -0.03 0.80
C -0.14 -3.31 0.97
C -3.11 -3.46 -0.30
C 0.18 5.26 -0.98
C -0.65 -1.59 4.51
H 2.48 0.30 2.00
H -1.50 -0.91 4.73
H 2.28 -0.55 -0.44
H 1.52 4.59 0.31
H 2.64 -0.88 4.21
H -1.63 -3.47 4.18
H 3.43 2.32 3.48
H -3.50 -4.87 -2.95
H 0.81 6.61 -2.58
H 0.49 -3.59 3.33
H -0.94 -3.22 1.72
H 0.02 -0.31 0.29
H -2.01 -1.06 1.17
H 1.73 -3.81 1.01
H 0.31 3.17 2.33
H 2.60 -2.48 3.48
H 1.59 0.39 -3.77
H 1.71 1.48 4.50
H 3.99 -1.45 3.31
H 1.91 2.51 -2.13
H -5.30 -1.10 -2.30
H 2.33 0.82 -1.50
H 1.29 3.21 4.62
H -2.09 0.63 1.68
H 0.02 -2.36 0.46
H -3.77 -2.61 -0.13
H 0.98 2.14 0.08
H -4.73 -4.95 -0.60
H -1.64 -0.80 -3.35
H -0.20 4.24 -0.91
H 3.62 -1.54 1.01
H -1.14 -3.27 5.77
H -0.81 -0.16 -1.05
H -0.62 5.89 -0.62
H -0.51 2.22 3.62
H -0.89 1.90 -0.98
H -0.23 5.34 -3.05
H 1.44 5.04 -2.86
H -2.17 -2.42 -2.93
H -2.29 -3.02 -0.78
H -2.84 -3.97 0.64
H 1.30 -1.23 -4.22
H -1.82 1.30 -3.42
H -0.34 -4.00 0.16
H 0.39 1.33 2.46
H -1.34 1.01 -5.03
H 0.58 1.47 -5.82
H 1.68 2.33 -4.78
H -3.16 -5.48 -1.10
H -0.49 -1.39 3.47
H 1.13 -0.78 2.17
H 2.08 2.63 1.49
H 3.70 2.24 -2.20
H -4.23 -2.59 -2.28
H 0.28 -1.22 4.97
H -2.97 0.04 0.29


# 5
This record from the Open Molecules 2025 dataset describes a molecular structure, C17H58Cl8Mn2O20S. The level of theory is ωB97M-V/def2-TZVPD.

## Properties
Highest occupied orbital energy (spin up / spin down): -0.14106 / -0.15674 Eh
Gap between HOMO and LUMO (spin up / spin down): 7.4 / 7.9 eV
Spin multiplicity: 11
Charge: -2

CARTESIAN COORDINATES (ANGSTROEM)
Mn 0.69 -3.58 -0.98
Mn -1.69 -2.20 -2.63
Cl -3.21 2.18 3.68
Cl 1.18 -4.35 1.19
Cl 2.47 -2.85 -2.13
Cl -0.34 -4.02 6.68
Cl -1.31 0.02 3.22
Cl 2.51 4.39 1.97
Cl 0.52 4.83 4.22
Cl 1.03 -2.33 4.64
S -1.72 -5.20 -2.86
O -3.29 -2.36 -1.21
O -0.78 -4.65 -1.76
O -2.41 -4.04 -3.40
O -3.13 -0.70 -3.50
O -0.90 2.77 -1.23
O 0.02 0.01 0.14
O -2.60 -2.89 1.52
O -0.97 -5.95 -3.82
O 6.24 3.81 2.78
O -2.20 4.62 -2.74
O -2.66 -6.02 -2.10
O 2.74 0.58 5.53
O 2.23 1.45 -0.91
O -1.07 -0.17 -1.73
O 4.34 3.90 -0.49
O -0.55 -1.98 -0.59
O 0.16 -1.70 -3.75
O 1.40 1.13 -3.47
O 3.56 -2.38 2.71
O -4.08 -0.06 0.75
C 0.52 -2.69 -4.82
C -2.32 -4.30 1.67
C 3.39 -0.38 6.34
C -2.73 -0.12 -4.72
C -0.64 -0.66 -0.64
C -0.41 -3.35 5.03
C -3.50 4.04 -2.80
C -4.04 1.12 -0.07
C 3.22 0.42 -0.88
C 5.72 2.50 2.41
C 3.09 -1.07 2.35
C 3.80 4.99 -1.19
C -4.51 -3.20 -1.43
C -2.93 0.41 3.67
C 1.32 3.65 3.09
C -0.96 2.86 0.20
C 0.49 1.89 -4.23
H 1.50 1.52 -2.58
H 2.75 -0.81 7.12
H -2.91 -2.63 -0.38
H -2.99 1.36 -0.43
H -0.37 -3.27 -5.06
H 1.49 1.02 -0.54
H 3.83 4.65 -2.22
H 3.85 -0.64 1.66
H -3.49 -0.65 0.25
H -4.18 4.65 -2.19
H -1.28 -4.64 1.43
H -1.07 1.89 0.61
H -2.61 -4.58 2.70
H 6.31 2.14 1.58
H 1.87 2.95 3.66
H 5.55 4.42 2.47
H -0.43 2.01 -3.69
H -3.91 3.84 -3.80
H -5.17 -2.97 -0.59
H -4.67 0.96 -0.93
H 5.71 1.87 3.33
H 0.74 -2.11 -5.71
H -4.14 -4.26 -1.50
H 0.86 2.88 -4.48
H 4.29 0.15 6.75
H -1.79 3.55 0.44
H 2.04 0.11 5.10
H 2.67 -0.54 -0.72
H 0.56 3.15 2.48
H -4.90 -2.88 -2.39
H -1.68 -0.14 -4.76
H 4.69 2.62 2.01
H 4.45 5.90 -1.11
H -2.59 -0.30 -2.75
H 0.91 -1.56 -3.17
H 3.70 3.15 -0.38
H 2.79 5.18 -0.94
H -3.08 0.89 -4.68
H 0.02 3.26 0.54
H -3.53 -0.03 2.91
H 2.10 -0.98 1.85
H -1.76 -2.42 1.38
H 1.29 -3.39 -4.45
H 3.16 -0.44 3.25
H -2.94 -4.74 0.92
H 3.11 -2.97 2.08
H 3.72 0.31 -1.84
H -1.10 1.84 -1.54
H -1.29 -2.66 4.85
H -3.41 3.08 -2.30
H -3.10 0.07 4.70
H -3.09 -0.66 -5.58
H -1.58 3.90 -2.41
H -0.33 -4.23 4.37
H 0.36 1.40 -5.18
H 3.97 0.65 -0.12
H 3.72 -1.26 5.83
H -4.33 2.02 0.44


Copy entry 5 word for word.
This record from the Open Molecules 2025 dataset describes a molecular structure, C17H58Cl8Mn2O20S. The level of theory is ωB97M-V/def2-TZVPD.

## Properties
Highest occupied orbital energy (spin up / spin down): -0.14106 / -0.15674 Eh
Gap between HOMO and LUMO (spin up / spin down): 7.4 / 7.9 eV
Spin multiplicity: 11
Charge: -2

CARTESIAN COORDINATES (ANGSTROEM)
Mn 0.69 -3.58 -0.98
Mn -1.69 -2.20 -2.63
Cl -3.21 2.18 3.68
Cl 1.18 -4.35 1.19
Cl 2.47 -2.85 -2.13
Cl -0.34 -4.02 6.68
Cl -1.31 0.02 3.22
Cl 2.51 4.39 1.97
Cl 0.52 4.83 4.22
Cl 1.03 -2.33 4.64
S -1.72 -5.20 -2.86
O -3.29 -2.36 -1.21
O -0.78 -4.65 -1.76
O -2.41 -4.04 -3.40
O -3.13 -0.70 -3.50
O -0.90 2.77 -1.23
O 0.02 0.01 0.14
O -2.60 -2.89 1.52
O -0.97 -5.95 -3.82
O 6.24 3.81 2.78
O -2.20 4.62 -2.74
O -2.66 -6.02 -2.10
O 2.74 0.58 5.53
O 2.23 1.45 -0.91
O -1.07 -0.17 -1.73
O 4.34 3.90 -0.49
O -0.55 -1.98 -0.59
O 0.16 -1.70 -3.75
O 1.40 1.13 -3.47
O 3.56 -2.38 2.71
O -4.08 -0.06 0.75
C 0.52 -2.69 -4.82
C -2.32 -4.30 1.67
C 3.39 -0.38 6.34
C -2.73 -0.12 -4.72
C -0.64 -0.66 -0.64
C -0.41 -3.35 5.03
C -3.50 4.04 -2.80
C -4.04 1.12 -0.07
C 3.22 0.42 -0.88
C 5.72 2.50 2.41
C 3.09 -1.07 2.35
C 3.80 4.99 -1.19
C -4.51 -3.20 -1.43
C -2.93 0.41 3.67
C 1.32 3.65 3.09
C -0.96 2.86 0.20
C 0.49 1.89 -4.23
H 1.50 1.52 -2.58
H 2.75 -0.81 7.12
H -2.91 -2.63 -0.38
H -2.99 1.36 -0.43
H -0.37 -3.27 -5.06
H 1.49 1.02 -0.54
H 3.83 4.65 -2.22
H 3.85 -0.64 1.66
H -3.49 -0.65 0.25
H -4.18 4.65 -2.19
H -1.28 -4.64 1.43
H -1.07 1.89 0.61
H -2.61 -4.58 2.70
H 6.31 2.14 1.58
H 1.87 2.95 3.66
H 5.55 4.42 2.47
H -0.43 2.01 -3.69
H -3.91 3.84 -3.80
H -5.17 -2.97 -0.59
H -4.67 0.96 -0.93
H 5.71 1.87 3.33
H 0.74 -2.11 -5.71
H -4.14 -4.26 -1.50
H 0.86 2.88 -4.48
H 4.29 0.15 6.75
H -1.79 3.55 0.44
H 2.04 0.11 5.10
H 2.67 -0.54 -0.72
H 0.56 3.15 2.48
H -4.90 -2.88 -2.39
H -1.68 -0.14 -4.76
H 4.69 2.62 2.01
H 4.45 5.90 -1.11
H -2.59 -0.30 -2.75
H 0.91 -1.56 -3.17
H 3.70 3.15 -0.38
H 2.79 5.18 -0.94
H -3.08 0.89 -4.68
H 0.02 3.26 0.54
H -3.53 -0.03 2.91
H 2.10 -0.98 1.85
H -1.76 -2.42 1.38
H 1.29 -3.39 -4.45
H 3.16 -0.44 3.25
H -2.94 -4.74 0.92
H 3.11 -2.97 2.08
H 3.72 0.31 -1.84
H -1.10 1.84 -1.54
H -1.29 -2.66 4.85
H -3.41 3.08 -2.30
H -3.10 0.07 4.70
H -3.09 -0.66 -5.58
H -1.58 3.90 -2.41
H -0.33 -4.23 4.37
H 0.36 1.40 -5.18
H 3.97 0.65 -0.12
H 3.72 -1.26 5.83
H -4.33 2.02 0.44